43
Properties=species:S:1:pos:R:3:nbo_charge:R:1 method="wB97M-V/def2-TZVPD" homo_lumo_gap_ev=7.1 charge=0 e_homo_ev=-7.673 multiplicity=1
S -5.53 1.44 -1.22 0.2843
S 4.60 -2.12 -0.55 0.3570
O -0.14 -3.28 -1.29 -0.5712
O -3.20 0.17 -1.05 -0.4083
O -4.85 -1.56 0.50 -0.3917
N 3.66 0.22 -0.03 -0.2579
N 1.05 1.16 -0.03 -0.6889
N 2.02 -2.75 -0.96 -0.5585
N 2.60 -0.55 -0.34 -0.2837
C 7.38 2.23 0.87 -0.6012
C 0.67 -2.42 -1.01 0.6421
C -1.72 1.69 -0.35 -0.1742
C 6.00 1.66 0.57 -0.3862
C 6.09 0.18 0.20 -0.4550
C -2.97 2.30 -0.44 -0.3442
C -1.88 0.36 -0.74 0.1638
C 2.87 -1.86 -0.65 0.3059
C -1.06 -0.77 -0.87 -0.0545
C -5.98 -0.96 0.05 0.2407
C -5.98 -0.35 -1.29 -0.5445
C 4.76 -0.41 -0.09 0.1150
C -6.95 -1.01 1.02 -0.2898
C -6.37 -1.69 2.12 -0.3147
C 0.27 -1.01 -0.72 -0.2844
C -3.84 1.32 -0.87 0.1657
C 1.28 -0.04 -0.34 0.4314
C -5.10 -2.00 1.74 0.0946
H 1.89 1.69 0.21 0.3673
H 7.31 3.29 1.13 0.2160
H -1.62 -1.66 -1.16 0.2609
H 5.36 1.77 1.45 0.2102
H 8.03 2.14 0.00 0.2023
H -3.22 3.32 -0.22 0.2359
H -6.83 -1.92 3.06 0.2292
H -6.98 -0.36 -1.73 0.2494
H 7.85 1.71 1.70 0.2023
H -7.94 -0.62 0.96 0.2257
H -5.26 -0.84 -1.95 0.2567
H -0.78 2.12 -0.05 0.2774
H 5.54 2.21 -0.25 0.2102
H 6.72 0.05 -0.68 0.2287
H 6.55 -0.38 1.02 0.2287
H -4.30 -2.51 2.24 0.2073

***

47
Properties=species:S:1:pos:R:3:nbo_charge:R:1 method="wB97M-V/def2-TZVPD" homo_lumo_gap_ev=5.6 charge=0 e_homo_ev=-7.327 multiplicity=1 smiles="COc1cccc(OC)c1N1C=CN(C)[C@]12O[N+]([O-])=C1C=C([N+](=O)[O-])c3nonc3[C@H]12"
O 1.95 2.14 -1.41 -0.3371
O 4.73 -3.77 -2.52 -0.3484
O -0.09 -2.20 2.29 -0.5199
O 1.59 1.43 0.66 -0.3503
O -0.77 2.39 2.60 -0.4927
O 3.27 -3.96 1.43 -0.1552
O 4.44 -1.92 -3.64 -0.4090
N 3.11 0.33 2.12 -0.4394
N 2.47 -2.86 1.81 -0.0544
N 1.92 1.20 -0.65 0.4662
N 4.22 -2.64 -2.64 0.4976
N 3.66 -3.91 0.10 -0.0321
N 0.92 0.29 2.55 -0.4393
C 2.14 -0.16 -0.81 -0.0156
C 1.85 0.21 1.46 0.5722
C -2.40 -1.45 2.49 -0.3319
C 1.57 0.89 3.59 -0.0693
C -1.02 -1.22 2.38 0.3227
C 3.09 -2.76 -0.37 0.0894
C 1.68 -0.83 0.45 -0.3089
C -1.59 3.58 2.67 -0.2542
C 2.36 -2.15 0.67 0.1188
C -0.49 0.08 2.43 0.0742
C 2.81 -0.81 -1.84 -0.0890
C 2.91 0.89 3.33 -0.0916
C 4.42 0.19 1.52 -0.4015
C -1.37 1.17 2.57 0.3240
C 3.32 -2.11 -1.64 -0.0501
C -3.25 -0.36 2.64 -0.1549
C -2.76 0.95 2.67 -0.3363
C -0.39 -3.53 2.77 -0.2514
H 0.56 -4.05 2.70 0.2222
H 4.34 -0.35 0.57 0.2073
H -0.75 -3.49 3.80 0.1887
H -4.32 -0.54 2.75 0.2208
H -1.14 -4.01 2.12 0.1780
H -2.77 -2.47 2.48 0.2260
H 5.07 -0.38 2.19 0.2143
H -2.20 3.59 3.58 0.1817
H 0.60 -1.01 0.38 0.2720
H 2.99 -0.30 -2.79 0.2822
H 4.90 1.16 1.34 0.1996
H -2.23 3.67 1.79 0.1862
H -3.44 1.79 2.80 0.2250
H 1.05 1.22 4.48 0.2286
H 3.73 1.22 3.97 0.2247
H -0.85 4.39 2.69 0.2102

***

38
Properties=species:S:1:pos:R:3:nbo_charge:R:1 method="wB97M-V/def2-TZVPD" homo_lumo_gap_ev=9.3 charge=0 e_homo_ev=-9.712 multiplicity=1 smiles="O=C(CC(CC(=O)c1ccccc1)C(=O)O)c1ccccc1"
O 3.24 -1.39 0.87 -0.6015
O 1.74 -1.79 2.43 -0.6811
O -0.90 -1.79 2.25 -0.5903
O 0.38 -1.07 -3.19 -0.5422
C -4.70 1.31 1.43 -0.1709
C 1.51 0.61 -1.99 -0.2093
C -3.36 -0.51 2.22 -0.1372
C -4.54 0.21 2.25 -0.2177
C -2.49 0.98 0.54 -0.1090
C 1.57 -1.88 -1.30 -0.5169
C -2.32 -0.14 1.36 -0.2032
C 1.08 2.95 -2.41 -0.2221
C -0.10 -0.71 0.27 -0.5201
C -1.09 -0.95 1.38 0.6230
C 0.77 1.62 -2.61 -0.1598
C 2.59 0.96 -1.18 -0.1343
C -3.67 1.70 0.59 -0.2365
C 2.15 3.29 -1.60 -0.1854
C 2.10 -1.63 1.17 0.8033
C 0.98 -1.81 0.13 -0.3305
C 2.90 2.30 -0.99 -0.2327
C 1.10 -0.79 -2.25 0.5839
H -1.70 1.30 -0.12 0.2114
H -5.34 -0.10 2.92 0.2203
H 1.30 -2.83 -1.76 0.2390
H 0.50 -2.77 0.36 0.2427
H -3.79 2.56 -0.05 0.2194
H -5.62 1.88 1.46 0.2187
H 2.66 -1.84 -1.22 0.2638
H 0.77 -1.96 2.52 0.5119
H 0.37 0.26 0.44 0.2587
H -0.06 1.33 -3.25 0.2329
H 2.41 4.33 -1.45 0.2158
H 3.74 2.56 -0.37 0.2196
H -3.22 -1.38 2.85 0.2345
H -0.66 -0.65 -0.66 0.2474
H 0.50 3.72 -2.89 0.2161
H 3.19 0.21 -0.70 0.2382

***

48
Properties=species:S:1:pos:R:3:nbo_charge:R:1 method="wB97M-V/def2-TZVPD" homo_lumo_gap_ev="7.9 / 8.3" s_squared=2.01 charge=0 e_homo_ev="-8.234 / -8.427" multiplicity=3
V -0.12 0.79 -0.07 1.5201
Cl -0.09 0.73 3.22 0.0273
Cl 1.41 -1.65 2.35 -0.0314
O -3.82 2.03 0.80 -0.6293
O -5.79 -1.96 1.48 -0.5865
O 1.58 1.39 0.52 -0.7412
O -0.98 0.89 -1.76 -0.6995
O -5.71 0.25 1.28 -0.6682
O -1.57 1.98 0.69 -0.7269
N -1.73 -1.94 0.67 -0.2919
N 2.56 -0.31 -0.64 -0.3777
N 1.25 -0.41 -1.06 -0.4177
N -1.54 -0.63 0.58 -0.3216
C -2.72 -0.05 0.78 0.0798
C 2.11 -2.02 -2.68 -0.6698
C -2.36 -0.01 -3.46 -0.6693
C 5.13 2.26 2.51 -0.2185
C -0.26 -1.15 -2.73 -0.4513
C -3.01 -2.23 0.94 0.0539
C 1.21 -0.41 3.60 -0.3865
C -3.70 -1.04 1.01 -0.2502
C 2.64 0.66 0.21 0.5242
C 6.27 1.49 2.28 -0.1987
C 1.02 -1.17 -2.10 0.3363
C 5.05 0.18 0.67 -0.1803
C -5.17 -0.95 1.27 0.7831
C 3.91 0.95 0.91 -0.0517
C 3.96 1.99 1.83 -0.2016
C 6.22 0.45 1.35 -0.2172
C -2.74 1.45 0.75 0.7854
C -1.14 -0.10 -2.59 0.4772
H 7.10 -0.14 1.17 0.2154
H -0.46 -1.88 -3.49 0.2208
H -2.59 -0.96 -3.93 0.2198
H 4.99 -0.62 -0.05 0.2317
H 0.97 -0.91 4.54 0.2300
H -3.37 -3.24 1.07 0.2515
H -5.05 0.97 1.08 0.5139
H 5.17 3.07 3.23 0.2164
H 3.07 2.58 2.00 0.2335
H 2.83 -1.37 -3.20 0.2486
H 2.67 -2.53 -1.90 0.2424
H -2.18 0.73 -4.25 0.2387
H 7.18 1.70 2.81 0.2149
H 1.71 -2.73 -3.40 0.2182
H -3.21 0.34 -2.88 0.2358
H 2.14 0.14 3.67 0.2354
H -0.95 -2.57 0.55 0.4330

***

53
Properties=species:S:1:pos:R:3:nbo_charge:R:1 method="wB97M-V/def2-TZVPD" homo_lumo_gap_ev=5.6 charge=-2 e_homo_ev=-1.235 multiplicity=1
Cl -5.04 -4.02 -1.44 -0.0317
Cl -3.84 1.10 -0.30 -0.0256
Cl -1.99 -4.77 -1.39 -0.0376
Cl -5.91 -1.08 -0.91 -0.0350
P -1.14 2.49 -0.46 0.8328
Mg 0.70 -1.22 0.33 1.7336
O -0.92 0.01 -0.20 -0.8968
O -0.26 -2.55 -0.60 -0.8643
O 2.24 -0.11 1.07 -0.7076
O 1.91 -0.83 -1.35 -0.5724
O 1.52 -2.71 1.62 -0.5685
O -0.02 -1.39 2.23 -0.6071
N 0.10 2.91 -2.98 -0.4803
N -0.32 4.97 -1.73 -0.4918
N 1.47 3.45 -1.03 -0.4811
N 3.09 0.19 0.12 0.1022
N 2.95 -0.16 -1.11 0.1267
N 0.74 -2.35 2.52 0.2897
C -3.85 -2.81 -1.09 -0.1121
C -2.49 -3.14 -1.02 -0.1629
C 5.52 2.06 2.17 -0.2095
C 5.17 1.35 -0.49 -0.2438
C -1.89 -0.83 -0.45 0.3451
C 6.45 2.45 1.22 -0.2482
C -0.87 2.06 -2.27 -0.5374
C -1.50 -2.22 -0.69 0.2822
C 1.00 4.82 -1.14 -0.0595
C 4.40 1.32 1.80 -0.2496
C 4.23 0.96 0.46 0.2114
C -1.33 4.35 -0.85 -0.5588
C -4.23 -1.51 -0.84 -0.1278
C -0.33 4.30 -3.02 -0.0611
C -3.25 -0.53 -0.54 -0.1757
C 6.27 2.09 -0.11 -0.2160
C 1.41 2.83 -2.34 -0.0718
C 0.67 2.69 -0.05 -0.5492
H -1.34 4.35 -3.44 0.1828
H 0.35 4.84 -3.69 0.1712
H -0.53 1.03 -2.33 0.2462
H -1.83 2.13 -2.79 0.2026
H 1.69 1.78 -2.25 0.2160
H 0.74 3.20 0.92 0.2002
H 1.07 1.69 0.07 0.2402
H 7.31 3.04 1.51 0.1952
H -2.32 4.51 -1.30 0.1930
H 5.65 2.33 3.21 0.2011
H 2.13 3.34 -2.99 0.1707
H 3.66 1.01 2.51 0.2579
H 5.02 1.06 -1.52 0.2382
H 1.71 5.37 -1.77 0.1728
H -1.33 4.90 0.10 0.1906
H 0.99 5.28 -0.14 0.1820
H 7.00 2.39 -0.85 0.1987

***

52
Properties=species:S:1:pos:R:3:nbo_charge:R:1 method="wB97M-V/def2-TZVPD" homo_lumo_gap_ev="7.2 / 5.7" s_squared=2.01 charge=0 e_homo_ev="-7.581 / -7.600" multiplicity=3
I 4.84 1.44 5.02 0.2228
Te -2.85 2.34 -1.02 1.0027
Ti -0.03 -0.11 1.45 1.3403
Cl -2.18 -0.76 0.17 0.1363
Cl 1.85 -4.31 0.15 0.0442
Cl 0.77 5.14 2.49 0.0204
Cl -3.83 -2.61 -1.73 0.0694
Cl -1.27 4.05 4.35 0.0630
Cl -3.70 3.87 0.87 -0.5280
Cl -2.63 -5.32 -2.73 0.0662
Cl 0.26 -6.14 -1.85 0.0739
O 0.41 -1.94 0.96 -0.7852
O 1.14 0.28 -0.44 -0.5627
N -1.45 -1.17 4.18 -0.4052
N 1.75 -0.03 2.54 -0.3306
N -0.41 1.81 1.49 -0.7258
N 2.24 -1.18 3.04 -0.2965
C -1.01 -0.69 3.22 -0.1591
C -1.52 -2.30 -0.38 -0.1419
C 3.25 -0.95 3.88 -0.0218
C 1.43 -0.11 -2.72 -0.4289
C -2.26 -3.11 -1.23 -0.0525
C -0.39 2.79 2.18 0.4272
C -1.72 -4.31 -1.68 -0.1160
C 2.46 0.95 3.08 -0.0158
C -0.44 -4.68 -1.26 -0.0570
C 3.43 0.41 3.93 -0.3088
C 2.71 -0.57 -1.99 -0.4339
C 0.27 -3.88 -0.38 -0.1272
C 2.55 -0.02 -0.57 -0.0666
C -0.32 3.87 2.93 -0.3641
C 0.76 0.82 -1.72 -0.0651
C -0.26 -2.67 0.10 0.3806
C -3.34 3.97 -2.26 -0.9002
C -3.34 1.10 -2.73 -0.9539
H 3.62 -0.18 -2.46 0.2204
H 2.81 -0.73 0.20 0.2123
H 3.11 0.91 -0.43 0.1834
H -4.42 1.01 -2.85 0.2326
H 2.25 1.98 2.85 0.2472
H 2.78 -1.65 -1.97 0.2224
H -0.33 0.83 -1.77 0.2038
H 1.81 -2.05 2.76 0.4546
H -2.91 0.11 -2.62 0.2249
H 1.63 0.40 -3.66 0.2238
H -4.32 3.79 -2.68 0.2302
H -2.60 4.04 -3.07 0.2217
H -3.34 4.87 -1.66 0.2590
H 0.79 -0.96 -2.92 0.2138
H -2.93 1.60 -3.61 0.2236
H 3.77 -1.76 4.37 0.2426
H 1.13 1.84 -1.80 0.1838

***

Looking at relative energy (zero: lowest compared OMol25 entry of this formula, charge and spin) for the records above, in order, we have 248.5, 0.0, 9.8, 19.3, 71.9, 88.8 kJ/mol.